Below is a structure of composition C35H46N6O3P2Pt at a distorted geometry, with properties calculated with ωB97M-V/def2-TZVPD.

Structure (XYZ):
```
93
Properties=species:S:1:pos:R:3:mulliken_charge:R:1
Pt -0.2048 -2.4960 1.5732 0.670
C -1.2322 3.1590 2.3254 -0.813
C -1.5652 2.3784 1.2947 -0.443
C -0.7606 2.1130 0.0463 0.734
C 0.4831 1.1982 0.0566 2.823
C 1.8409 1.8859 0.2585 -0.614
C 2.0247 2.9176 1.1318 -0.497
C 1.0695 4.0326 1.4616 -0.814
C 0.1323 3.7907 2.6700 -0.614
C 1.7006 -2.7469 1.2808 -0.699
H -2.0947 3.4500 2.9810 0.462
H -2.5167 1.8122 1.3236 0.388
H -0.5279 3.0759 -0.4280 0.512
H -1.4771 1.5594 -0.5607 -1.084
H 0.3228 0.3879 0.7901 -0.184
H 0.5767 0.6850 -0.9001 -1.824
H 2.7046 1.5125 -0.3066 0.135
H 2.8696 2.9077 1.8179 0.358
H 0.4572 4.2489 0.5773 0.193
H 1.7094 4.9121 1.6866 0.437
H 0.6349 3.2560 3.5055 0.250
H -0.1311 4.7638 3.1151 0.455
H 1.9745 -1.7708 1.7275 0.220
H 2.0409 -2.7937 0.2496 -0.114
H 2.1905 -3.4860 1.8952 0.409
P 1.8545 -1.4684 -2.2617 0.169
P -2.0663 -0.6097 -2.2266 0.014
N 3.1571 -0.2744 -2.7962 0.525
N 2.3469 -2.5802 -3.5403 0.435
N -1.9796 0.9721 -3.1400 0.513
N -3.4434 -1.1172 -3.2493 0.255
C 0.5731 -0.6599 -3.2962 -1.128
C -0.7486 -1.4420 -3.2655 -1.365
C 4.3624 -0.1194 -2.0983 -0.424
C 5.2252 0.7028 -2.8416 -0.606
C 4.5357 1.0340 -4.0454 -0.788
C 3.2914 0.4446 -3.9800 0.141
C 2.7858 -3.8805 -3.2569 -0.389
C 3.1806 -4.4739 -4.4496 -0.709
C 3.0013 -3.5128 -5.4987 -0.653
C 2.4810 -2.3595 -4.9210 -0.189
C -2.2681 2.2514 -2.6439 -0.859
C -1.9968 3.2145 -3.6143 -0.806
C -1.5873 2.5043 -4.7844 -0.957
C -1.5849 1.1555 -4.4736 -0.316
C -4.1944 -0.3998 -4.1928 0.050
C -4.9752 -1.2776 -4.9299 -0.638
C -4.7212 -2.5951 -4.4227 -0.515
C -3.7763 -2.4747 -3.4124 -0.174
H 0.8770 -0.5281 -4.3439 0.103
H 0.4317 0.3454 -2.8899 1.218
H -1.1109 -1.5621 -4.3030 0.476
H -0.6502 -2.4444 -2.8066 0.738
H 4.5172 -0.5958 -1.1462 0.494
H 6.2029 1.0374 -2.5432 0.483
H 4.9143 1.6501 -4.8602 0.468
H 2.5061 0.4941 -4.7224 0.468
H 2.7430 -4.2530 -2.2397 0.408
H 3.5388 -5.4841 -4.5675 0.452
H 3.2061 -3.6398 -6.5486 0.464
H 2.1868 -1.4342 -5.3920 0.337
H -2.6746 2.4051 -1.6606 0.951
H -2.0664 4.2824 -3.4789 0.496
H -1.3181 2.9355 -5.7452 0.510
H -1.3208 0.3175 -5.0989 0.491
H -4.1160 0.6756 -4.2713 0.457
H -5.6525 -1.0009 -5.7281 0.463
H -5.1837 -3.5118 -4.7629 0.465
H -3.3128 -3.2274 -2.7936 0.464
C -2.4767 1.2502 5.3951 -1.296
C -1.1420 0.8717 6.0207 -0.991
C -0.6328 -0.5929 5.7904 2.421
C 0.3635 -0.8465 6.9719 -1.216
C 1.4485 0.2031 7.2031 -1.161
C -1.7951 -1.5718 6.0033 -0.323
O -2.3536 -1.7913 7.0748 -0.560
N -2.3301 -2.1186 4.8339 0.077
C -1.5673 -2.4695 3.7288 0.540
O -1.8928 -3.1715 2.7358 -0.678
N -0.3518 -1.9205 3.6078 -0.478
C 0.0191 -0.8151 4.3787 -0.081
O 0.8239 -0.0194 3.9047 -0.589
H -2.5644 0.8589 4.3754 0.238
H -2.5490 2.3519 5.3928 0.370
H -3.2960 0.8396 6.0068 0.406
H -0.3321 1.5670 5.7434 0.368
H -1.2526 0.9478 7.1154 0.413
H -0.2642 -0.8752 7.8747 0.479
H 0.8054 -1.8426 6.8698 0.496
H 1.0699 1.0551 7.7898 0.320
H 2.2589 -0.2352 7.7980 0.385
H 1.8860 0.5724 6.2645 0.241
H -3.2673 -2.4964 4.7915 0.279
```

Output
Multiplicity: 5
Highest occupied orbital energy (alpha / beta) in eV: -12.241 / -12.454
F_max in eV/A: 3.4
Net charge: +2
ΔE to the lowest compared entry with this formula, charge and spin in kJ/mol: 89.9
Kohn-Sham gap (alpha / beta) in eV: 7.1 / 3.2